Entry 1:
Below is C23H33N9O5W as an isolated structure, with properties calculated with ωB97M-V with the def2-TZVPD basis set.

XYZ file:
```
71
Properties=species:S:1:pos:R:3:forces:R:3:mulliken_spin:R:1
W -0.191 0.103 0.253 0.47 -0.50 0.53 1.747
O -3.356 -5.006 1.776 -0.03 0.00 -0.01 0.010
C -2.725 -3.894 1.421 0.10 0.04 -0.01 0.024
C -3.382 -2.752 0.923 0.21 -0.04 0.15 -0.007
C -2.602 -1.672 0.587 -0.34 0.10 -0.26 0.045
N -1.280 -1.696 0.698 -0.06 -0.15 -0.43 -0.035
C -0.651 -2.754 1.194 0.15 -0.30 0.00 0.042
C -1.324 -3.892 1.567 -0.16 0.27 -0.05 -0.007
C 0.836 -2.504 1.267 -0.03 0.04 -0.17 0.018
O 1.626 -3.262 1.744 0.01 0.03 0.03 0.033
O 1.124 -1.319 0.722 -0.03 -0.04 0.14 0.018
C -3.080 -0.344 0.032 0.36 -0.04 -0.04 0.000
O -4.218 0.006 0.007 -0.05 0.05 -0.05 0.027
O -2.023 0.360 -0.429 -0.37 0.26 0.29 -0.030
H -4.312 -4.951 1.646 -0.01 0.01 0.00 -0.001
H -4.456 -2.699 0.800 -0.02 -0.03 0.02 0.000
H -0.792 -4.750 1.953 -0.02 -0.04 0.02 0.000
C 3.138 -0.072 -3.576 -0.01 -0.08 -0.01 0.001
N 1.702 -0.130 -3.847 -0.07 0.13 0.03 0.008
C 1.299 -0.783 -5.096 0.01 0.02 0.02 0.000
C -0.132 -1.233 -4.818 0.03 -0.03 -0.05 -0.001
N -0.288 -0.972 -3.391 0.08 -0.20 0.06 0.009
C -1.500 -1.414 -2.751 -0.15 0.07 0.06 -0.013
C 0.728 -0.245 -2.899 0.16 0.04 -0.10 -0.001
N 0.778 0.344 -1.700 -0.01 0.18 0.24 0.023
C 1.789 1.430 -1.594 -0.01 0.08 0.03 -0.004
C 1.355 2.432 -0.550 0.05 -0.14 -0.11 -0.014
N 1.108 1.656 0.689 -0.66 0.46 -0.27 0.035
C 1.293 2.276 1.880 0.03 -0.02 -0.09 -0.003
N 0.990 3.552 2.183 0.17 -0.05 0.00 0.002
C 0.430 4.579 1.325 -0.09 0.00 0.02 -0.002
C 1.600 3.908 3.470 -0.08 0.00 0.02 0.000
C 1.796 2.534 4.105 0.05 -0.02 0.00 0.001
N 1.833 1.665 2.928 0.00 0.00 0.09 0.003
C 2.346 0.308 2.990 -0.02 0.02 -0.03 0.017
H 3.631 -0.695 -4.320 0.04 0.03 0.01 0.000
H 3.373 -0.483 -2.597 -0.01 -0.01 -0.01 -0.001
H 3.540 0.937 -3.661 0.00 -0.01 0.00 0.000
H 1.956 -1.631 -5.295 0.00 0.00 0.01 0.000
H 1.371 -0.087 -5.930 -0.02 -0.04 -0.01 0.000
H -0.288 -2.291 -5.027 0.00 0.02 -0.01 0.000
H -0.867 -0.658 -5.384 0.01 0.01 0.02 0.001
H -2.289 -0.660 -2.784 0.02 -0.02 0.01 -0.004
H -1.305 -1.697 -1.722 0.03 0.00 -0.04 0.016
H -1.840 -2.306 -3.276 -0.02 0.03 -0.01 0.001
H 1.881 1.973 -2.535 0.02 -0.19 -0.08 0.005
H 2.764 1.036 -1.307 0.00 0.06 0.02 0.004
H 0.455 2.952 -0.894 0.06 -0.02 -0.02 -0.001
H 2.139 3.178 -0.404 0.03 -0.07 0.00 0.002
H -0.319 4.158 0.659 0.02 0.00 0.00 -0.001
H 1.192 5.092 0.737 0.00 0.01 -0.01 0.000
H -0.064 5.310 1.963 0.01 0.01 -0.02 0.000
H 0.935 4.549 4.043 0.01 0.00 -0.01 0.000
H 2.545 4.432 3.306 0.00 -0.01 0.02 0.000
H 0.966 2.250 4.758 -0.01 0.01 -0.01 0.000
H 2.725 2.450 4.665 -0.02 0.01 0.00 0.000
H 3.177 0.293 3.692 0.01 -0.02 -0.01 0.000
H 2.694 -0.001 2.009 -0.02 -0.01 0.02 -0.002
H 1.581 -0.390 3.335 0.04 0.00 0.01 -0.005
C -3.221 2.767 4.156 0.01 -0.06 -0.06 -0.001
N -2.409 1.686 3.601 0.09 -0.05 -0.02 0.005
C -2.170 0.471 4.193 0.04 -0.12 -0.04 -0.007
C -1.399 -0.237 3.326 0.09 0.06 0.15 0.025
N -1.150 0.538 2.214 0.16 0.14 -0.08 -0.009
C -1.778 1.689 2.422 -0.21 0.04 0.08 0.020
H -4.144 2.348 4.548 -0.01 0.04 0.01 0.000
H -3.459 3.466 3.360 -0.01 0.03 0.03 0.000
H -2.677 3.272 4.952 -0.02 0.02 0.00 0.000
H -2.570 0.210 5.157 -0.02 0.02 0.01 0.000
H -1.012 -1.236 3.436 0.01 -0.01 0.00 0.004
H -1.839 2.513 1.730 0.01 -0.02 -0.02 0.000
```
Positions in Å, forces in eV/Å.

## Properties
ΔE to the lowest compared entry with this formula, charge and spin: 11.1 kcal/mol
E: -49850.9666 eV
E_HOMO (spin up / spin down): -13.16 / -14.08 eV
net charge: +2
strongest force on any atom: 0.01680 Eh/bohr
orbital gap (spin up / spin down): 7.5 / 8.0 eV
multiplicity: 3

=====

Entry 2:
Below is C21H19AuCl5Ge2 as an isolated structure, with properties calculated with ωB97M-V with the def2-TZVPD basis set.

XYZ file:
```
48
Properties=species:S:1:pos:R:3:forces:R:3:mulliken_spin:R:1
Au -0.755 -1.847 0.076 -0.03 -0.06 0.07 0.223
Cl -2.004 -4.774 0.334 -0.05 0.01 0.05 0.007
C -2.857 -3.598 1.294 0.05 -0.03 -0.06 -0.031
C -2.417 -2.285 1.261 0.05 0.13 -0.01 0.229
C -3.100 -1.350 2.026 -0.08 -0.11 0.04 0.077
Cl -2.597 0.305 2.017 0.09 0.02 -0.06 0.003
C -4.196 -1.717 2.810 0.02 -0.02 -0.01 0.014
Cl -5.028 -0.549 3.762 0.03 -0.01 -0.03 0.003
C -4.618 -3.046 2.825 0.01 0.06 0.00 -0.011
Cl -5.966 -3.513 3.785 0.01 0.00 -0.01 -0.001
C -3.946 -3.997 2.061 0.00 -0.05 -0.01 0.013
Cl -4.463 -5.638 2.068 0.01 0.02 0.00 0.006
C 3.364 1.957 1.222 0.03 0.05 -0.06 0.012
Ge 2.166 0.421 1.390 -0.13 -0.23 0.05 0.035
C 3.206 -1.235 1.500 0.02 -0.04 -0.01 0.001
C 1.151 0.578 3.050 -0.07 0.02 0.03 0.000
Ge 0.629 0.135 -0.491 0.17 0.38 0.02 0.285
C -0.634 1.599 -0.752 -0.16 -0.07 0.04 0.038
C -1.749 1.441 -1.577 0.01 0.12 0.04 0.021
C -2.669 2.470 -1.730 0.05 -0.02 0.03 0.001
C -2.488 3.670 -1.053 0.02 -0.03 0.00 0.008
C -1.384 3.839 -0.229 -0.02 -0.02 -0.01 -0.002
C -0.467 2.807 -0.076 -0.02 -0.04 -0.06 -0.007
C 1.585 -0.192 -2.167 -0.02 -0.15 -0.07 0.027
C 0.911 -0.522 -3.346 0.07 0.04 -0.01 0.013
C 1.607 -0.708 -4.531 0.01 0.01 0.04 -0.004
C 2.990 -0.572 -4.555 -0.02 0.01 0.02 0.022
C 3.673 -0.248 -3.392 -0.04 -0.02 0.01 -0.003
C 2.975 -0.070 -2.203 -0.08 -0.01 -0.07 0.025
H 4.029 1.954 2.088 0.01 0.04 -0.04 0.003
H 2.805 2.893 1.216 0.03 -0.01 0.00 0.000
H 3.967 1.906 0.315 -0.01 0.02 0.04 -0.001
H 3.889 -1.186 2.351 -0.02 -0.01 -0.03 0.000
H 3.787 -1.423 0.597 -0.01 0.01 0.02 0.001
H 2.525 -2.075 1.651 0.04 0.01 0.00 0.003
H 1.843 0.521 3.893 -0.04 0.01 -0.02 0.000
H 0.431 -0.237 3.129 0.01 0.02 0.02 0.000
H 0.606 1.521 3.107 0.01 -0.02 0.00 0.000
H -1.915 0.503 -2.095 -0.01 0.00 0.01 0.005
H -3.533 2.332 -2.369 0.02 0.00 0.02 0.000
H -3.210 4.469 -1.164 0.01 -0.01 0.00 0.000
H -1.242 4.774 0.300 0.00 -0.02 0.00 0.000
H 0.389 2.950 0.575 -0.01 0.01 0.02 -0.006
H -0.168 -0.630 -3.343 0.02 -0.01 0.00 -0.011
H 1.072 -0.960 -5.438 0.00 0.00 0.00 0.000
H 3.532 -0.719 -5.480 0.00 0.00 0.01 0.001
H 4.750 -0.138 -3.408 0.00 0.00 0.01 -0.001
H 3.522 0.184 -1.303 0.01 -0.02 0.00 0.003
```
Positions in Å, forces in eV/Å.

## Properties
ΔE to the lowest compared entry with this formula, charge and spin: 0.5 kcal/mol
E: -201420.8059 eV
E_HOMO (spin up / spin down): -8.19 / -9.03 eV
strongest force on any atom: 0.00807 Eh/bohr
orbital gap (spin up / spin down): 8.4 / 6.6 eV
multiplicity: 2

=====

Entry 3:
Below is C22H42BeBr3Cl3LiN3NaO5P as an isolated structure, with properties calculated with ωB97M-V with the def2-TZVPD basis set.

XYZ file:
```
82
Properties=species:S:1:pos:R:3:forces:R:3:mulliken_charge:R:1
C 0.441 3.014 2.997 1.88 1.50 -1.30 0.121
C -0.183 2.055 3.286 -2.77 -1.80 -0.28 -1.098
C -1.297 1.083 3.428 1.52 -0.79 0.73 0.699
C -1.232 -0.120 2.451 -0.67 0.62 -0.49 -1.595
C -0.926 0.262 0.988 0.33 -1.47 -0.50 0.468
C -0.277 -0.983 0.279 0.41 0.86 -0.42 0.535
C -0.354 -0.864 -1.269 0.90 0.53 0.92 -1.392
C 0.392 0.447 -1.701 -0.08 -0.85 0.22 -0.304
C 1.733 0.660 -0.928 -0.82 0.58 -1.18 -0.950
N 2.159 -0.594 -0.280 0.73 0.44 -0.32 0.153
C 1.214 -1.080 0.733 -2.25 -1.00 1.41 -1.319
H 1.111 3.701 2.532 0.01 0.19 0.51 0.414
H -1.175 0.677 4.440 -0.48 -0.01 -0.06 0.351
H -2.271 1.578 3.391 0.58 0.26 -0.07 -0.401
H -2.246 -0.556 2.451 0.50 -0.14 0.08 0.353
H -0.585 -0.937 2.792 0.22 0.52 0.08 0.620
H -0.205 1.077 0.873 -0.31 0.08 0.43 0.177
H -1.843 0.523 0.442 0.03 0.19 0.17 -0.227
H -0.767 -1.910 0.604 -0.02 0.23 -0.08 0.561
H 0.203 -1.719 -1.687 -0.49 0.07 -0.12 0.330
H -1.394 -0.867 -1.612 0.27 -0.04 -0.15 0.474
H -0.259 1.307 -1.513 0.16 -0.07 -0.28 0.186
H 0.632 0.346 -2.768 -0.27 0.37 0.15 0.514
H 2.481 0.970 -1.670 0.09 -0.18 0.41 0.458
H 1.656 1.466 -0.195 0.11 -0.48 0.21 0.343
H 2.336 -1.299 -0.998 -0.04 -0.06 0.13 0.315
H 3.058 -0.397 0.194 -0.25 -0.15 0.61 0.395
H 1.431 -2.140 0.925 0.35 0.31 -0.18 0.316
H 1.466 -0.478 1.744 -0.80 -1.22 -2.29 0.062
O 1.841 -4.334 -0.097 1.80 -0.21 -1.69 -1.006
H 1.425 -3.782 -0.772 -0.41 0.00 0.12 0.181
N -4.337 0.471 3.016 -0.45 0.03 0.32 0.280
C -4.534 1.131 4.200 -0.03 0.04 -0.22 -0.044
C -5.441 0.415 4.940 -0.27 0.08 -0.12 -0.550
C -5.800 -0.727 4.172 0.11 -0.27 -0.04 -2.049
C -5.096 -0.663 2.987 -0.16 -0.08 -0.43 -0.376
H -3.722 0.775 2.279 -0.06 0.00 0.03 0.295
H -4.019 2.052 4.419 -0.20 0.03 0.10 0.704
H -5.805 0.681 5.921 -0.16 0.14 -0.19 0.673
H -6.492 -1.509 4.454 0.20 -0.12 0.08 0.596
H -5.075 -1.324 2.135 0.06 -0.06 0.08 0.497
C -3.726 1.765 -2.987 0.00 0.10 -0.11 -0.241
Br -4.761 3.340 -3.390 0.07 -0.18 0.05 -0.005
Br -4.277 0.955 -1.322 -0.02 0.00 -0.09 -0.005
Br -3.751 0.495 -4.437 -0.01 0.08 0.14 0.000
H -2.699 2.083 -2.860 -0.04 -0.03 0.02 0.224
Li 3.481 -4.883 -1.448 -1.40 0.38 1.37 0.863
O -7.549 4.981 6.469 -0.46 -0.15 0.04 -0.466
P -7.263 3.689 5.716 -0.03 0.09 -0.22 0.732
O -7.794 2.514 6.531 0.29 0.02 0.19 -0.452
O -5.762 3.519 5.510 -0.10 -0.36 -0.22 -0.220
O -7.953 3.742 4.354 0.31 -0.09 -0.20 -0.527
C 4.319 -2.177 -3.275 -0.09 -0.14 0.15 -1.168
C 5.314 -2.280 -4.422 0.07 0.10 0.09 -0.483
N 4.784 -1.829 -5.692 -0.15 -0.08 -0.24 0.086
C 5.653 -2.149 -6.817 0.15 -0.25 -0.08 -0.698
C 7.033 -1.486 -6.873 0.04 0.05 -0.16 -0.961
C 4.219 -0.487 -5.701 -0.16 0.16 0.21 -0.658
C 5.135 0.678 -5.307 -0.08 0.14 -0.06 -1.028
H 3.408 -2.746 -3.488 -0.04 0.12 -0.13 0.373
H 4.767 -2.580 -2.360 0.08 0.09 0.00 0.532
H 4.041 -1.143 -3.064 -0.02 -0.03 0.03 0.019
H 5.594 -3.334 -4.519 0.07 0.05 -0.19 0.415
H 6.230 -1.741 -4.139 0.03 -0.04 0.11 0.274
H 5.120 -1.934 -7.747 -0.10 0.10 0.09 0.359
H 5.801 -3.234 -6.821 -0.06 0.00 0.13 0.405
H 6.971 -0.448 -7.195 0.03 0.02 0.09 0.229
H 7.657 -2.003 -7.605 -0.03 -0.02 0.02 0.394
H 7.557 -1.525 -5.917 -0.03 0.01 0.01 0.275
H 3.351 -0.479 -5.035 0.05 -0.09 0.03 0.317
H 3.798 -0.289 -6.689 0.12 -0.16 -0.06 0.343
H 5.760 0.447 -4.443 0.00 -0.02 -0.01 0.252
H 4.528 1.548 -5.045 0.00 -0.02 0.00 0.383
H 5.780 0.983 -6.129 0.09 -0.04 0.06 0.322
Be -0.686 3.342 5.611 0.20 0.58 0.22 -0.001
Cl 2.831 0.135 2.550 1.97 1.14 1.20 -0.631
Na -7.607 0.532 3.213 -0.18 0.89 0.28 0.936
C -3.580 0.584 7.411 0.03 -0.31 0.39 0.094
Cl -4.725 1.752 8.075 0.14 -0.13 -0.04 -0.106
Cl -2.005 1.323 7.010 -0.45 -0.26 0.19 -0.165
H -3.412 -0.200 8.143 0.06 0.10 0.07 0.404
H -4.009 0.161 6.507 0.37 0.12 0.24 -0.177
```
Positions in Å, forces in eV/Å.

## Properties
E: -300199.8288 eV
E_HOMO: -6.18 eV
strongest force on any atom: 0.06446 Eh/bohr
orbital gap: 3.1 eV
multiplicity: 1